Computed, not measured: one molecule with the formula C4H8N2S2 in a non-equilibrium geometry, with ωB97M-V/def2-TZVPD.

## Properties
SMILES ... SC[C@H]1CN1/C=N\S
Total energy ... -28926.199 eV
Molecular weight ... 148.26 g mol⁻¹
Energy above the lowest of the compared OMol25 structures with the same formula, charge and spin ... 48.6 kcal per mole
Lowest unoccupied orbital energy ... 0.85 eV

The geometry in ORCA input format:
```
! wB97M-V def2-TZVPD RIJCOSX def2/J DEFGRID3
* xyz 0 1
S -0.8307 -2.5211 -0.0065
C -1.1953 -0.7662 0.3746
C -0.7627 0.2299 -0.7194
C -0.8374 1.6008 -0.2373
N 0.4644 0.9393 -0.4931
C 1.1688 0.6494 0.6794
N 2.0905 -0.1919 0.8502
S 2.6568 -1.1673 -0.3928
H 0.5095 -2.3992 -0.0529
H -2.2819 -0.7556 0.4137
H -0.7966 -0.5445 1.3299
H -0.9958 -0.0143 -1.7700
H -1.2392 1.7228 0.7657
H -1.0774 2.4674 -0.8447
H 0.8674 1.2117 1.5846
H 2.2595 -0.4613 -1.4816
*
```